{"formula": "C34H29BF2IN7O9V", "method": "ωB97M-V/def2-TZVPD", "multiplicity": 2, "de_lowest_kcal_mol": 0.0, "lumo_ev": [3.14, 3.11], "total_energy_ev": -104495.8851, "total_charge": -2, "homo_lumo_gap_ha": [0.19105, 0.18866], "species": ["I", "V", "F", "F", "O", "O", "O", "O", "O", "O", "O", "O", "O", "N", "N", "N", "N", "N", "N", "N", "C", "C", "C", "C", "C", "C", "C", "C", "C", "C", "C", "C", "C", "C", "C", "C", "C", "C", "C", "C", "C", "C", "C", "C", "C", "C", "C", "C", "C", "C", "C", "C", "C", "C", "B", "H", "H", "H", "H", "H", "H", "H", "H", "H", "H", "H", "H", "H", "H", "H", "H", "H", "H", "H", "H", "H", "H", "H", "H", "H", "H", "H", "H", "H"], "xyz": [[5.0057, -0.3821, -0.6185], [0.6760, 0.0629, -0.5919], [-0.2394, -2.8672, -0.1947], [-1.3598, -1.6570, 1.3458], [-5.3795, -0.5442, -4.4095], [-4.6741, 2.1998, 2.7384], [-0.0898, 3.0139, -3.1512], [0.9883, -1.2981, 1.0857], [-4.4350, 1.2721, -5.3823], [1.7897, -4.7679, -5.5135], [0.7967, 2.5895, 5.4147], [-6.1156, -1.0868, 2.4463], [0.8610, 1.5271, -1.7765], [-4.6014, 0.3522, 1.4125], [1.6193, -5.9753, -3.6123], [-0.5715, 1.0474, 0.5892], [1.1756, -1.6074, 4.6684], [-1.0610, -0.1392, -1.9242], [2.2447, 0.9932, 0.5018], [1.5984, -1.2848, -1.8207], [-3.2789, 0.1964, -3.6150], [1.5563, 1.5001, 1.6764], [4.9044, 2.4088, -1.6752], [-1.8671, 0.9338, 0.8365], [1.4326, -0.3520, 5.0053], [-4.5060, 0.3297, -4.5756], [2.1893, -3.5934, -2.1164], [1.1337, -0.8927, 2.4024], [1.7347, -4.7894, -4.3007], [1.0380, -1.8860, 3.3758], [1.4267, 0.4294, 2.7380], [-2.2902, 1.1663, -3.5264], [-2.5823, 1.6165, 1.8064], [-3.1303, -0.9347, -2.8217], [-5.9747, 0.0522, 1.5859], [2.0965, -2.4446, -1.3647], [3.5974, 4.2041, -0.8321], [4.5990, 3.7610, -1.6822], [-1.8455, 2.5452, 2.6333], [-4.0032, 1.4400, 2.0393], [1.7921, -3.5751, -3.4516], [-0.5458, 2.7628, 2.4129], [1.3337, -1.2462, -3.1403], [3.0318, 1.9106, -0.1387], [1.5878, 0.6929, 4.1042], [4.1693, 1.5362, -0.8982], [0.7919, -3.3199, 2.9987], [1.4142, -2.3405, -3.9716], [0.1757, 2.0962, 1.2739], [-1.2152, 0.9641, -2.6763], [-2.0220, -1.0674, -2.0065], [2.8611, 3.3189, -0.0704], [1.8997, 2.0454, 4.6965], [-0.0825, 1.9540, -2.5508], [-0.2337, -1.7146, 0.5746], [-2.3441, 2.0672, -4.1211], [-6.4382, 0.9334, 2.0289], [-7.0516, -1.2044, 2.6303], [5.7476, 2.0422, -2.2466], [0.4246, 2.8502, 0.5140], [-2.3891, 3.0524, 3.4221], [2.5922, -4.4883, -1.6617], [1.5201, -0.1540, 6.0700], [1.4868, -3.6377, 2.2178], [2.2395, 2.7448, 3.9321], [3.3695, 5.2617, -0.7651], [2.4116, -2.4548, -0.3335], [0.0304, 2.5712, 4.8257], [1.3735, -6.7745, -4.1718], [1.2343, -5.9484, -2.6828], [-1.8990, -1.9568, -1.4037], [0.9206, -3.9368, 3.8841], [-2.3927, 0.2312, 0.2029], [5.1503, 4.4481, -2.3112], [0.0295, 3.4823, 2.9904], [-4.0102, -0.4111, 1.1267], [1.1523, -2.2622, -5.0175], [-6.4354, -0.1720, 0.6167], [2.7008, 1.9423, 5.4303], [2.0802, 3.7372, 0.5477], [-0.2198, -3.4549, 2.6111], [2.1381, 2.3178, 2.1101], [-3.8935, -1.7005, -2.8592], [1.0553, -0.2816, -3.5400]], "atomic_forces_ev_per_a": [[-0.2302, 0.0037, -0.1111], [-0.0893, 0.0501, 1.3334], [0.2009, -0.3971, 0.1832], [0.0901, 0.0097, 0.1895], [-0.0222, 0.0466, -0.0619], [0.0290, -0.0287, -0.0237], [-0.0129, -0.2024, 0.1089], [0.7334, 0.2467, 0.4887], [-0.0554, 0.0019, 0.0092], [0.0613, 0.1893, 0.0276], [0.0071, 0.0361, 0.1244], [0.0535, -0.0372, 0.1103], [0.2099, 0.6423, -0.7963], [-0.0555, -0.0887, 0.0485], [-0.0599, 0.1817, 0.1002], [-0.6862, 0.3347, 0.8654], [-0.0065, -0.0519, 0.1364], [-0.3105, -0.0384, -0.1668], [0.4978, -0.1169, 0.0202], [0.8001, -1.7745, -1.2288], [-0.2331, -0.0438, -0.1184], [-0.0676, 0.3768, -0.1613], [0.0601, 0.1088, -0.0661], [-0.2935, 0.1530, 0.1491], [0.0005, -0.0217, -0.0332], [0.2582, -0.0590, 0.1723], [0.1099, -0.2840, -0.4983], [0.1965, 0.0311, 0.2339], [-0.0284, -0.6876, -0.2723], [0.0089, 0.0038, -0.1370], [-0.0883, -0.1199, -0.1366], [0.1254, -0.0039, 0.0384], [0.1060, -0.0169, -0.1210], [0.0310, 0.0532, -0.0287], [-0.0055, 0.1529, -0.1277], [0.0617, 0.2823, 0.2510], [0.0414, 0.0168, 0.0360], [0.0346, 0.0358, -0.0514], [0.0393, 0.0757, 0.0310], [-0.0127, -0.0953, 0.0436], [0.0295, 0.8017, 0.6231], [-0.0188, -0.0641, -0.0075], [0.1284, 0.3923, 0.0928], [0.2544, 0.2711, 0.1954], [-0.0205, -0.0643, 0.0100], [-0.1219, -0.3375, 0.2047], [-0.0020, 0.1089, -0.0612], [0.0381, -0.4353, -0.2424], [0.3947, 0.2569, 0.3834], [-0.0991, -0.0199, -0.0266], [-0.0620, -0.1199, -0.0579], [-0.0352, -0.0175, -0.0665], [-0.1326, 0.0245, -0.0622], [-0.3012, 0.3410, -0.4630], [-1.3581, -0.1112, -1.1791], [-0.0221, -0.0068, 0.0003], [-0.0056, 0.0091, -0.0221], [-0.0363, 0.0055, -0.0242], [-0.0191, -0.0418, 0.0045], [-0.0725, -0.0049, 0.0425], [0.0203, 0.0242, 0.0047], [-0.0320, 0.0117, 0.0496], [0.0555, 0.0313, -0.0167], [-0.0268, -0.0341, 0.0101], [0.0440, 0.0149, 0.0353], [-0.0165, -0.0021, -0.0271], [-0.0860, 0.0768, 0.0764], [-0.0085, -0.0815, -0.0779], [0.0249, 0.0078, -0.0622], [0.0111, -0.0110, 0.0125], [0.0894, 0.0405, 0.0523], [0.0065, -0.0231, 0.0091], [0.0706, -0.0392, -0.0293], [0.0201, -0.0066, 0.0222], [-0.0922, 0.0379, -0.0145], [0.0051, 0.0616, -0.0798], [-0.0163, 0.0705, 0.0175], [0.0095, -0.0580, 0.0399], [-0.0038, 0.0108, 0.0008], [0.0113, -0.0593, -0.0129], [0.0166, -0.0261, 0.0134], [0.0047, -0.0024, 0.0102], [-0.0016, 0.0142, -0.0145], [-0.1427, -0.0118, 0.0763]], "mulliken_spin": [0.000, 1.143, 0.009, -0.008, 0.000, 0.002, 0.008, 0.023, 0.000, 0.004, 0.000, 0.000, -0.004, 0.001, 0.001, -0.048, 0.001, -0.040, 0.014, -0.025, 0.002, -0.012, -0.002, 0.033, -0.002, 0.001, -0.006, -0.019, -0.002, 0.005, -0.010, 0.000, -0.002, 0.002, 0.000, 0.036, -0.002, 0.005, -0.014, 0.009, 0.020, 0.000, 0.037, 0.008, 0.000, -0.018, -0.001, -0.011, 0.037, 0.005, 0.036, 0.002, -0.001, -0.009, -0.200, 0.000, 0.000, 0.000, 0.000, 0.000, -0.001, -0.001, 0.000, 0.000, 0.000, 0.000, -0.001, 0.000, 0.000, 0.000, -0.002, 0.000, -0.002, 0.001, 0.001, 0.000, -0.001, 0.000, 0.000, -0.003, -0.001, 0.001, 0.000, 0.005]}